# 1
C33H50I2N3O14S | the ωB97M-V functional and the def2-TZVPD basis

The geometry in XYZ format:
```
103
Properties=species:S:1:pos:R:3
I 5.9348 0.4852 -0.1956
C -6.2402 -2.2651 4.7334
H -3.4729 -1.8665 5.0139
H -6.3786 -1.1010 4.6683
O 4.5252 4.8231 1.5042
H 2.8078 -1.9378 0.1998
N -1.2315 3.2797 1.3811
H 2.2701 -8.8904 -3.1916
C -3.4796 0.5513 -1.1095
C 7.9749 4.4931 2.1470
O -1.1165 3.5716 -1.0675
C -4.8233 -4.4122 4.1348
H 3.5086 6.5293 2.0930
C 3.5866 5.8608 1.2304
H 9.2868 5.3957 3.6110
C 1.3253 -7.0638 -3.8045
I 5.8439 -1.1275 2.9504
C 0.5558 -1.4658 0.4149
C -0.9179 -1.2964 -0.2840
O -6.2748 6.3019 -2.5349
H 3.8645 6.4205 0.3310
S -3.5260 2.0321 0.0426
C 5.8075 5.2562 1.5970
H 2.0311 -0.8627 -1.2178
H -8.1903 6.8784 -2.9790
C -2.5839 6.7285 -0.5951
C -1.9076 2.9859 0.0295
N -2.2118 -1.0283 0.5132
C -4.9925 6.7349 -2.4421
H 7.7352 6.2297 3.4300
H 1.8953 -5.6948 1.1328
H -3.3387 0.2208 3.7031
H -4.4746 -0.4319 2.3292
C -3.6521 -2.0557 3.8728
H 0.2999 -7.4279 -3.6886
H 2.6612 1.1797 -0.7885
C -2.8251 5.9718 -1.8922
H 1.0534 -4.0267 1.4110
H -5.5462 -2.7397 2.6008
H -2.8068 -2.8213 3.5211
H -3.9070 -4.8729 3.5389
O -4.6109 7.8807 -2.6337
H 3.1058 2.6465 0.3189
H -2.6079 0.6010 -1.9214
O 1.8506 -9.0051 -5.1840
C -0.7279 -1.0101 2.8874
C 8.2161 5.2498 3.4441
H 8.3731 5.0342 1.2804
H -2.3076 5.0084 -1.8480
O 1.5741 -9.2963 -7.3430
C -3.5113 -0.6701 2.9496
C 0.6538 -1.2926 2.0509
H 8.4924 3.5297 2.1911
H -5.7875 -5.0745 4.0283
H -6.9355 7.8992 -3.7081
H 2.6097 5.3997 1.0601
H -3.3929 -1.7260 -1.1710
H -4.4688 -1.1311 0.2643
C 3.9903 -0.0789 2.2943
O 2.5820 -7.3647 -6.6191
O 2.2021 -5.2919 -1.5140
H 1.3315 -9.5701 -9.3592
H -3.0648 7.7084 -0.6092
O -4.2177 5.6855 -2.0752
H 2.6549 -8.4697 -8.9283
H 1.3202 -6.3608 -4.6396
H 1.6152 -6.5207 -2.9008
H 0.9422 4.8113 -0.7729
C 1.6363 -8.7780 -8.6697
O 2.5366 -2.5635 3.4359
C 2.0717 -1.3918 2.9197
H 3.0221 -4.1640 1.4212
H -4.4451 -4.3296 5.2641
C -2.1563 -0.9091 2.0232
O 6.1891 6.4020 1.4054
C 4.0430 0.6247 0.9767
C -5.0854 -2.8268 3.6740
C -3.4755 -0.9027 -0.3105
N -0.0728 4.0169 1.1728
H -7.2969 -2.7865 4.5429
C 1.8849 -1.7997 -0.5079
H -1.5132 6.8744 -0.4281
H -2.4269 6.5129 -2.7587
H 3.3077 -7.8812 -4.1977
H -7.2914 8.0080 -1.9461
H 7.7944 4.7003 4.2912
C 2.8037 1.4917 0.3343
H 1.7748 1.3596 0.8792
C 0.0229 4.2153 -0.3358
H 0.9405 -7.9403 -8.7751
C 2.2753 -8.2238 -4.0597
C 2.0135 -4.5328 0.9140
H -4.5032 0.5653 -1.7196
O 1.5602 -2.9695 -1.3423
C 1.9345 -4.2377 -0.6969
O 2.7788 -0.0940 3.1387
C 2.0628 -8.4503 -6.4019
H -0.7577 -0.8964 4.0661
H -0.9646 -1.4234 -1.4697
H -5.9787 -2.5290 5.8668
H -3.0056 6.1790 0.2521
C -7.2134 7.3395 -2.8087
O 6.5823 4.2068 1.9640
```

Summary:
Multiplicity = 1
HOMO level = -11.28 eV
Charge = +1
Frontier orbital gap = 6.2 eV

These are the Löwdin partial charges, in e, on atoms 1 to 5:
1 I 0.726
2 C -0.125
3 H 0.132
4 H 0.078
5 O -0.026

=====

# 2
C10H16N2PSeTc | the ωB97M-V functional and the def2-TZVPD basis

The geometry in XYZ format:
```
31
Properties=species:S:1:pos:R:3
H 1.9962 -1.4966 1.4887
C -0.4040 -1.8040 -4.3358
C -0.0190 -0.4665 -4.2614
H 0.2180 -3.1882 -1.2648
C -0.0534 -2.3452 -1.9258
H 0.1581 2.5699 -1.7919
C -0.1212 -0.0949 1.9717
H 0.8774 1.1329 -3.2714
C 2.2898 -0.6629 2.1339
N -0.9162 0.8319 2.5691
H -2.5486 1.9311 1.8515
C -0.4292 -2.6637 -3.2218
H 2.7463 -1.0585 3.0537
C -0.1571 1.6700 3.3849
H 0.0268 0.0677 -5.2032
C 0.3381 0.1890 -3.1041
C -2.3326 0.9719 2.3397
H -0.6821 -2.2265 -5.3042
N 1.1229 0.1125 2.4752
H 1.0861 1.9020 -0.0240
Tc -0.7070 -0.5364 -1.6079
H 2.0329 1.5739 3.7964
H -0.7103 -3.6946 -3.4184
H -1.1008 2.3401 -0.1360
H -2.8602 0.9270 3.3025
P -0.0747 1.5912 -0.7991
C 1.1249 1.2198 3.3237
H -2.6819 0.1548 1.7014
H -0.6046 2.4928 3.9266
H 3.0233 -0.0393 1.6030
Se -0.6380 -1.4014 0.7480
```

Summary:
Multiplicity = 4
HOMO level (spin up / spin down) = -10.34 / -11.79 eV
Energy above the lowest of the compared OMol25 structures with the same formula, charge and spin = 48.9 kcal per mole
Charge = +1
Frontier orbital gap (spin up / spin down) = 6.4 / 8.1 eV

These are the Löwdin partial charges, in e, on atoms 1 to 5:
1 H 0.059
2 C -0.083
3 C -0.213
4 H 0.040
5 C -0.306

=====

| no. | calculated total energy (hartree) |
| --- | --- |
| 1 | -3497.656525 |
| 2 | -3323.340844 |